1.
A molecular structure, C39H24HfN11S4Se, computed with ωB97M-V with the def2-TZVPD basis set.

Computed properties:
HOMO energy = -10.1957 eV
Spin multiplicity = 1
Net charge = +1
Total energy = -167219.7191 eV
Energy relative to the best compared isomer or geometry (same formula, charge and spin) = 0.150 eV
Kohn-Sham gap = 6.69 eV

Geometry (Å):
Hf: 0.1008 -0.0585 0.0180
S: 1.1113 2.4849 -7.4257
N: 2.1786 2.3017 -6.2326
C: 1.5040 1.8253 -5.1972
C: 2.0728 1.5014 -3.9014
C: 3.4241 1.6722 -3.6105
C: 3.8685 1.3463 -2.3505
C: 2.9552 0.8721 -1.4187
N: 1.6574 0.6943 -1.6780
C: 1.2172 1.0081 -2.9149
C: -0.2125 0.8492 -3.1715
N: -0.9633 0.4359 -2.1373
C: -2.2637 0.2666 -2.3327
C: -2.8780 0.4967 -3.5607
C: -2.1250 0.9464 -4.6182
C: -0.7579 1.1375 -4.4225
C: 0.1308 1.6393 -5.4540
N: -0.2268 1.9768 -6.6842
H: 4.0887 2.0663 -4.3680
H: 4.9013 1.4764 -2.0613
H: 3.2619 0.6609 -0.4041
H: -2.8539 -0.0429 -1.4843
H: -3.9415 0.3329 -3.6522
H: -2.5592 1.1596 -5.5859
S: -1.3460 1.9964 0.4383
C: 0.0017 2.9892 -0.1586
C: -0.2270 3.9183 -1.1717
C: 0.8094 4.6820 -1.6887
C: 0.5539 5.5319 -2.8203
N: 0.3575 6.1753 -3.7515
C: 2.0953 4.5640 -1.1445
C: 2.3277 3.6590 -0.1194
C: 1.3077 2.8316 0.3425
S: 1.6802 1.4866 1.4090
C: 3.2031 5.2967 -1.6955
N: 4.1195 5.8379 -2.1275
H: -1.2220 4.0256 -1.5828
H: 3.3286 3.5492 0.2759
C: -1.0681 -0.5402 4.4495
C: -1.0265 -0.2689 3.0793
N: -0.0806 -0.7383 2.2807
C: 0.9125 -1.4807 2.8319
C: 0.9414 -1.8146 4.1869
C: -0.0951 -1.3279 5.0013
C: 2.0209 -2.6101 4.7035
C: 3.0169 -3.0287 3.8988
C: 3.0253 -2.6804 2.5055
C: 4.0475 -3.0789 1.6276
C: 3.9742 -2.7259 0.3068
C: 2.8903 -1.9564 -0.1286
N: 1.9365 -1.5344 0.6811
C: 1.9855 -1.9102 1.9788
H: -1.8667 -0.1220 5.0445
H: -1.7702 0.3661 2.6220
H: -0.1023 -1.5705 6.0567
H: 2.0153 -2.8597 5.7564
H: 3.8309 -3.6273 4.2859
H: 4.8719 -3.6721 2.0025
H: 4.7255 -3.0340 -0.4056
H: 2.7815 -1.7070 -1.1751
C: -7.2331 -2.7266 2.1556
C: -6.4499 -1.8784 1.2127
C: -6.9745 -1.0161 0.2943
C: -6.0785 -0.2840 -0.5070
N: -4.7638 -0.4007 -0.4109
C: -4.2397 -1.2462 0.4878
S: -2.5962 -1.5521 0.7277
N: -5.1029 -1.9564 1.2860
C: -6.5851 0.6854 -1.5259
H: -8.2952 -2.6598 1.9381
H: -7.0672 -2.3973 3.1826
H: -6.9238 -3.7697 2.0791
H: -8.0425 -0.9053 0.1905
H: -4.6677 -2.5958 1.9394
H: -7.6685 0.6638 -1.6127
H: -6.1432 0.4564 -2.4948
H: -6.2698 1.6921 -1.2486
Se: -0.5292 -4.7016 -1.6123
C: -0.2055 -3.0149 -1.2913
N: 0.0196 -1.8755 -1.0790

---

2.
A molecular structure, C39H27Cl2N4O6PSSn at a distorted geometry, computed with ωB97M-V with the def2-TZVPD basis set.

Computed properties:
HOMO energy = -8.1400 eV
Spin multiplicity = 1
Total energy = -110128.9063 eV
Energy relative to the best compared isomer or geometry (same formula, charge and spin) = 0.000 eV
Kohn-Sham gap = 7.99 eV

Geometry (Å):
Sn: 12.1875 11.9827 12.2197
O: 11.8838 13.8233 15.6069
C: 12.4360 13.5407 14.5916
O: 12.0550 13.8201 13.3898
C: 13.8855 12.7641 14.4475
C: 15.0370 12.7242 15.2070
C: 16.1353 12.3235 14.5020
C: 16.2412 12.0856 13.1397
C: 15.0602 12.1170 12.4522
N: 13.9705 12.3121 13.1858
C: 14.6550 12.2461 10.8513
O: 15.4091 12.0195 9.9465
O: 13.4438 12.7164 10.7286
H: 15.0449 13.0234 16.2635
H: 17.0572 12.2965 15.0566
H: 17.1890 11.8880 12.6634
Cl: 6.2775 12.3794 7.1326
C: 7.5267 12.1667 8.2869
C: 7.7624 10.8453 8.6235
C: 8.7629 10.4879 9.4696
Cl: 8.8217 8.8069 9.8963
C: 9.6673 11.4361 10.0501
O: 10.6885 11.0178 10.7154
C: 9.3634 12.7837 9.7351
C: 10.2958 13.7694 10.2242
O: 11.1708 13.5932 11.0573
C: 8.2887 13.1576 8.8618
H: 7.0655 10.1217 8.2291
H: 10.1628 14.8045 9.8542
H: 8.0834 14.1897 8.6335
N: 11.5275 10.8789 13.6917
P: 10.1013 10.2506 13.8238
C: 9.9167 8.5947 13.1448
C: 10.6930 8.2354 12.0382
C: 10.7592 6.9206 11.6105
C: 9.9962 5.9632 12.2586
C: 9.1787 6.2944 13.3384
C: 9.1582 7.6150 13.7975
C: 8.7606 11.3684 13.2117
C: 8.8309 12.7556 13.4883
C: 7.7978 13.6538 13.1243
C: 6.6665 13.1474 12.4981
C: 6.5903 11.7828 12.1811
C: 7.6385 10.9294 12.5050
C: 9.8010 10.1176 15.5223
C: 10.9020 9.8866 16.3618
C: 10.6424 9.4950 17.6711
C: 9.2830 9.3960 18.0265
C: 8.2014 9.7497 17.2279
C: 8.4820 10.1347 15.9251
H: 11.2467 9.0029 11.4993
H: 11.3795 6.6637 10.7621
H: 9.9719 4.9446 11.9295
H: 8.5891 5.5260 13.8378
H: 8.5870 7.8926 14.6913
H: 9.6745 13.1516 14.0307
H: 7.8865 14.6825 13.4519
H: 5.8415 13.8150 12.2871
H: 5.7071 11.3921 11.6805
H: 7.5587 9.8839 12.2389
H: 11.9168 9.9519 15.9950
H: 11.4401 9.2423 18.3919
H: 9.0638 9.0715 19.0391
H: 7.1838 9.7193 17.6273
H: 7.7155 10.3786 15.2089
N: 13.7700 9.3334 13.5108
C: 13.7435 9.1366 12.1702
N: 13.1879 10.0034 11.3739
C: 13.2442 9.5947 10.0397
C: 12.7193 10.2886 8.9526
C: 12.9213 9.7975 7.6625
C: 13.6536 8.6178 7.4673
C: 14.1593 7.9299 8.5606
C: 13.9258 8.4039 9.8431
S: 14.5239 7.7994 11.4050
H: 12.9169 9.8413 13.8647
H: 14.2347 8.6491 14.0653
H: 12.2355 11.2277 9.1244
H: 12.5010 10.3149 6.8152
H: 13.8153 8.2120 6.4814
H: 14.6747 6.9872 8.4103

---

3.
A molecular structure, C39H27CoN8S at a distorted geometry, computed with ωB97M-V with the def2-TZVPD basis set.

Computed properties:
HOMO energy (spin up / spin down) = -9.0614 / -10.1245 eV
Spin multiplicity = 4
Net charge = +1
Total energy = -101261.0219 eV
Energy relative to the best compared isomer or geometry (same formula, charge and spin) = 0.818 eV
Kohn-Sham gap (spin up / spin down) = 6.20 / 7.21 eV

Geometry (Å):
Co: 0.2720 0.5303 -0.3838
N: -4.3773 -1.5080 -1.6402
C: -3.5072 -0.5096 -1.3918
N: -2.2491 -0.6805 -1.2032
C: -1.6979 -1.9400 -1.3359
N: -0.4290 -2.0906 -1.5334
N: 0.4063 -1.0237 -1.5261
C: 1.3379 -1.0399 -2.4248
C: 2.1761 0.1145 -2.5851
C: 3.0952 0.2470 -3.6331
C: 3.7626 1.4399 -3.7980
C: 3.5286 2.4806 -2.9015
C: 2.6420 2.2641 -1.8640
N: 1.9790 1.1234 -1.7106
C: -2.5949 -3.0844 -1.3743
C: -2.1566 -4.4041 -1.2735
C: -3.0491 -5.4477 -1.4152
C: -4.3941 -5.1878 -1.6617
C: -4.8535 -3.8857 -1.7383
C: -3.9578 -2.8362 -1.5851
H: -5.3402 -1.3093 -1.8557
H: -3.9125 0.4978 -1.3463
H: 1.3894 -1.8688 -3.1247
H: 3.2644 -0.5866 -4.3027
H: 4.4577 1.5776 -4.6152
H: 4.0201 3.4369 -3.0081
H: 2.4522 3.0326 -1.1221
H: -1.1033 -4.5799 -1.1010
H: -2.7003 -6.4691 -1.3497
H: -5.0884 -6.0045 -1.8042
H: -5.9011 -3.6834 -1.9267
S: -0.7728 4.6944 0.8704
C: 0.1053 4.0757 2.2339
C: 0.3645 4.7083 3.4426
C: 1.1268 4.0375 4.3789
C: 1.6362 2.7689 4.0956
C: 1.3742 2.1416 2.8937
C: 0.5789 2.7851 1.9449
N: 0.2082 2.3106 0.6946
C: -0.4730 3.2096 0.0239
C: -0.8914 2.9545 -1.3392
C: -1.5520 3.9165 -2.1160
C: -1.8720 3.6315 -3.4259
C: -1.5194 2.3925 -3.9565
C: -0.8659 1.4442 -3.1802
C: -0.5434 1.6915 -1.8482
H: -0.0166 5.7023 3.6358
H: 1.3392 4.5066 5.3299
H: 2.2555 2.2702 4.8298
H: 1.8006 1.1753 2.6793
H: -1.7993 4.8831 -1.6869
H: -2.3807 4.3634 -4.0389
H: -1.7550 2.1689 -4.9911
H: -0.6129 0.4928 -3.6434
C: -2.1901 -0.9933 3.1376
C: -1.7110 -0.3012 2.0246
N: -0.4793 -0.4090 1.5630
C: 0.3907 -1.1580 2.2757
C: 0.0198 -1.8380 3.4551
C: -1.3249 -1.7783 3.8522
C: 1.0068 -2.5122 4.2371
C: 2.3010 -2.5181 3.8562
C: 2.7100 -1.8736 2.6492
C: 4.0527 -1.8628 2.2353
C: 4.3861 -1.1779 1.0996
C: 3.3839 -0.5034 0.3929
N: 2.1111 -0.5104 0.7368
C: 1.7668 -1.1958 1.8493
H: -3.2277 -0.8863 3.4220
H: -2.3646 0.3760 1.4976
H: -1.6481 -2.3198 4.7322
H: 0.6946 -2.9896 5.1573
H: 3.0574 -3.0007 4.4621
H: 4.7986 -2.3847 2.8214
H: 5.4055 -1.1511 0.7408
H: 3.6546 0.0582 -0.4887

---

> energy relative to the best compared isomer or geometry (same formula, charge and spin) of number 1 (C39H24HfN11S4Se)?

0.150 eV

---

> The lowest energy relative to the best compared isomer or geometry (same formula, charge and spin) belongs to which entry?

C39H27Cl2N4O6PSSn